64
Properties=species:S:1:pos:R:3:mulliken_charge:R:1 method="wB97M-V/def2-TZVPD" smiles="C#CPC(F)(F)C(F)(F)F.C[C@@H]1COC(=O)O1.C[C@@H]1COC(=O)O1.C[C@@H]1COC(=O)O1.C[C@@H]1COC(=O)O1" energy_ev=-68605.8897 homo_lumo_gap_ev=9.55 spin_multiplicity=1
C 2.9047 -0.0864 0.2892 0.56
C 2.0281 0.7625 0.3472 -0.91
P 0.4283 1.6591 0.4851 -0.12
C -1.0234 0.4692 0.2674 0.80
F -1.7193 0.8869 -0.8675 -0.28
F -1.8639 0.6012 1.3620 -0.18
C -0.6367 -1.0346 0.0564 0.32
F -0.0647 -1.1393 -1.1689 -0.20
F 0.1542 -1.5533 1.0216 -0.18
F -1.8142 -1.7626 0.0985 -0.29
H 3.5698 -0.9284 0.0362 0.40
H 0.4133 2.5274 -0.6264 -0.02
C -4.9019 -1.3869 0.0712 -1.15
C -5.5258 -1.2585 1.4461 0.61
C -5.1679 -2.3817 2.3799 -0.44
O -6.2941 -2.4224 3.2540 -0.34
C -7.3595 -1.9642 2.5400 0.58
O -8.4949 -2.0743 2.8785 -0.52
O -6.9527 -1.3695 1.3842 -0.36
H -3.8961 -1.8016 0.1270 0.19
H -5.5114 -2.0082 -0.5874 0.39
H -4.8268 -0.4051 -0.4007 0.33
H -5.2812 -0.2863 1.8849 0.22
H -4.2511 -2.1841 2.9354 0.26
H -5.0811 -3.3506 1.8788 0.33
C 0.2139 -1.8617 5.2703 -1.34
C -0.2244 -0.5673 5.9271 0.51
C -1.4844 0.0119 5.3432 -0.14
O -1.3233 1.4062 5.5930 -0.33
C 0.0164 1.6459 5.6171 0.58
O 0.5081 2.7283 5.5737 -0.53
O 0.7203 0.4815 5.6896 -0.38
H -0.6428 -2.4810 4.9971 0.34
H 0.8180 -1.6702 4.3817 0.33
H 0.8337 -2.4421 5.9562 0.35
H -0.3156 -0.7018 7.0093 0.26
H -2.3820 -0.3694 5.8300 0.32
H -1.5707 -0.1399 4.2624 0.02
C 4.9345 4.1222 -3.5933 -1.36
C 3.5201 4.2267 -3.0585 0.46
C 3.4333 4.1591 -1.5595 -0.62
O 2.1269 3.6176 -1.3575 -0.35
C 1.8454 2.8580 -2.4487 0.74
O 0.9429 2.0742 -2.5208 -0.54
O 2.7292 3.0961 -3.4501 -0.32
H 5.6458 4.6341 -2.9429 0.35
H 5.2381 3.0805 -3.7099 0.33
H 4.9995 4.5840 -4.5801 0.36
H 3.0338 5.1281 -3.4430 0.27
H 3.5258 5.1388 -1.0925 0.32
H 4.1636 3.4790 -1.1121 0.34
C 0.8781 -2.4967 -5.0319 -1.46
C 1.9077 -1.9006 -4.0924 1.16
C 2.6740 -0.7513 -4.6861 -0.47
O 3.9128 -0.8164 -3.9802 -0.31
C 4.0970 -2.1192 -3.6335 0.59
O 5.1247 -2.5720 -3.2362 -0.55
O 2.9530 -2.8377 -3.8042 -0.38
H 0.4007 -1.7271 -5.6412 0.38
H 1.3252 -3.2481 -5.6849 0.38
H 0.0937 -2.9985 -4.4622 0.35
H 1.4394 -1.6157 -3.1462 -0.23
H 2.1808 0.2067 -4.5205 0.29
H 2.8755 -0.8706 -5.7550 0.30

***

21
Properties=species:S:1:pos:R:3:mulliken_charge:R:1 method="wB97M-V/def2-TZVPD" smiles=Cc1[nH+]c[nH]c1[C@@H](C)N e_above_lowest_kcal_mol=20.12 energy_ev=-10880.4447 homo_lumo_gap_ev=10.14 spin_multiplicity=1 total_charge=+1
C -0.6350 -2.1103 -0.3373 -1.37
C -1.0766 -0.7296 -0.1132 0.69
N -2.3378 -0.2857 -0.1086 -0.05
C -2.4368 1.0314 0.1185 -0.40
N -1.2108 1.5350 0.2797 -0.04
C -0.2427 0.6191 0.1846 0.01
C 1.2216 0.8918 0.2241 0.30
C 2.0214 -0.2662 0.8338 -1.44
N 1.6059 1.2621 -1.1325 -0.61
H 0.0048 -2.1783 -1.2163 0.31
H -0.0677 -2.4826 0.5148 0.34
H -1.4983 -2.7552 -0.4866 0.38
H -3.1378 -0.8873 -0.2658 0.25
H -3.3549 1.5812 0.1608 0.43
H -1.0368 2.5216 0.4334 0.25
H 1.3592 1.7852 0.8483 0.35
H 1.6093 -0.5528 1.7969 0.36
H 2.0176 -1.1281 0.1729 0.27
H 3.0519 0.0496 0.9812 0.41
H 2.5446 1.6467 -1.1434 0.29
H 1.5988 0.4525 -1.7453 0.25